The following is a quantum chemistry calculation of a single C3H2N2 molecule, from the Open Molecules 2025 dataset.

Cartesian coordinates (Å):
C  -2.839372  0.842437  -0.089108
C  -1.947090  0.033692  0.169863
C  1.448400  -0.072863  -0.006174
N  -0.877587  -0.558204  -0.289557
N  0.276751  -0.557626  0.122326
H  1.742710  0.928356  -0.252478
H  2.196190  -0.615792  0.345131

Atomic forces in eV per Å
C -2.470 2.093 -0.277
C 3.286 -2.683 0.217
C -3.399 1.307 -0.301
N -1.074 1.151 -0.372
N 1.269 0.118 -0.109
H -0.728 0.574 -0.999
H 3.117 -2.560 1.841

Properties
* ΔE to the lowest compared entry with this formula, charge and spin: 6.550 eV
* HOMO-LUMO gap: 8.068 eV


The following is a quantum chemistry calculation of a molecular structure, C3H2N2, from the Open Molecules 2025 dataset.

Cartesian coordinates (Å):
C  0.762945  0.465306  -0.257385
C  -0.067940  -0.687214  -1.365557
C  -1.172155  -0.468582  0.328397
N  -1.221827  -0.840152  -0.953997
N  -0.115278  0.398361  0.674872
H  1.795361  0.724319  -0.073362
H  0.018894  0.407961  1.647031

Atomic forces in eV per Å
C 1.053 -2.633 -2.931
C 3.357 3.414 -0.553
C -2.464 0.926 4.510
N 0.190 -1.122 -1.207
N -2.462 -1.516 -0.540
H 0.018 0.055 -0.600
H 0.309 0.876 1.321

Properties
* ΔE to the lowest compared entry with this formula, charge and spin: 1.506 eV
* spin multiplicity: 3
* HOMO-LUMO gap (spin up / spin down): 8.845 / 6.552 eV
* expectation value of S²: 2.021


The following is a quantum chemistry calculation of a single C3H2N2O molecule, from the Open Molecules 2025 dataset.

Cartesian coordinates (Å):
C  -0.205558  0.788174  0.062170
C  0.100481  -0.253032  1.130123
C  -0.137799  -0.081939  -1.146732
H  0.232655  -0.057881  2.181995
H  -0.195349  0.316574  -2.152251
N  0.338584  -1.418678  0.585574
N  0.231744  -1.290067  -0.815140
O  -0.364757  1.996848  0.154261

Atomic forces in eV per Å
C -0.147 1.206 0.573
C 0.741 -1.518 -0.659
C 0.969 -1.475 0.222
H -0.217 -0.118 0.114
H -0.142 -0.458 -0.034
N -0.486 2.493 2.349
N -0.951 2.032 -2.470
O 0.234 -2.163 -0.094

Properties
* ΔE to the lowest compared entry with this formula, charge and spin: 1.427 eV
* HOMO-LUMO gap: 8.160 eV
* SMILES: O=C1C=NN=C1


The following is a quantum chemistry calculation of a molecular structure, C3H2N2O2, from the Open Molecules 2025 dataset.

Cartesian coordinates (Å):
N  -1.946153  -1.197061  -0.004062
C  -1.152844  -0.262835  0.058478
O  0.582134  -0.776024  0.179740
C  1.567022  0.105708  -0.045796
O  1.453773  1.297110  -0.209721
C  -1.163409  1.150117  0.083177
N  -0.479634  2.096464  0.055605
H  -1.470542  -2.099467  -0.040747
H  2.608674  -0.268534  -0.109196

Atomic forces in eV per Å
N 0.955 0.798 -0.048
C 2.146 -1.298 0.179
O -1.858 0.745 -0.377
C -0.017 0.790 -0.233
O 1.082 -0.701 -0.162
C 0.911 0.584 0.050
N -2.513 0.164 0.216
H -0.156 -0.092 0.078
H -0.551 -0.990 0.297

Properties
* ΔE to the lowest compared entry with this formula, charge and spin: 3.329 eV
* HOMO-LUMO gap: 9.268 eV


The following is a quantum chemistry calculation of a single C3H2N2O2 molecule, from the Open Molecules 2025 dataset.

Cartesian coordinates (Å):
O  2.611403  0.256055  -0.498937
C  1.630890  0.608671  0.103491
C  0.206973  0.442757  -0.425280
N  -0.670902  -0.012399  0.577496
C  -1.585283  -1.027896  0.315193
N  -2.308204  -0.118644  -0.096304
O  -0.075608  0.800846  -1.536536
H  1.758533  1.136154  1.045065
H  -1.567803  -2.085543  0.515812

Atomic forces in eV per Å
O -0.731 -0.116 -0.048
C 1.026 -0.029 -0.259
C -0.157 0.023 -0.725
N -0.569 0.641 -0.127
C -0.276 -0.172 -0.239
N 1.133 -0.040 0.519
O -0.044 -0.296 0.420
H -0.302 0.205 0.574
H -0.079 -0.216 -0.115

Properties
* ΔE to the lowest compared entry with this formula, charge and spin: 3.973 eV
* HOMO-LUMO gap: 9.220 eV
* SMILES: O=CC(=O)N1C=N1


The following is a quantum chemistry calculation of 2 unconnected molecules or ions with the total composition C3H2N2O2, from the Open Molecules 2025 dataset.

Cartesian coordinates (Å):
C  -1.777411  -0.901240  -0.495102
C  1.807843  1.284292  0.134287
C  2.261300  -1.063429  -0.077150
N  -1.074831  -0.169108  0.083017
N  1.845992  -0.052392  0.450300
O  2.590328  -2.140440  -0.320251
O  1.860664  1.739126  -0.978950
H  -2.428017  -1.614792  -0.926783
H  1.637548  2.023232  0.925044

Atomic forces in eV per Å
C 1.911 1.890 1.837
C -0.562 1.502 -1.049
C -0.456 0.221 1.046
N -1.805 -1.675 -1.541
N 0.465 -0.064 0.247
O 0.284 -0.387 -0.704
O 0.297 -0.516 -0.222
H -0.229 -0.199 -0.315
H 0.096 -0.771 0.700

Properties
* ΔE to the lowest compared entry with this formula, charge and spin: 0.957 eV
* HOMO-LUMO gap: 11.279 eV
* SMILES: O=C=NC=O.C#N


The following is a quantum chemistry calculation of a molecular structure, C3H2N2O2, from the Open Molecules 2025 dataset.

Cartesian coordinates (Å):
O  -2.099560  -0.173852  -1.123137
C  -1.772941  0.261504  -0.049469
C  -0.318573  -0.008617  0.125130
N  0.603753  0.854095  -0.142401
C  1.724279  0.086363  0.028627
N  1.510958  -1.163141  0.313955
O  0.120305  -1.249126  0.329183
H  -2.486112  0.889566  0.536904
H  2.717887  0.503212  -0.018793

Atomic forces in eV per Å
O -1.236 -0.060 -0.112
C -0.162 -0.239 -1.541
C 0.318 0.407 0.489
N -0.087 -0.049 0.782
C 0.371 -0.195 0.023
N 0.127 0.306 -0.293
O -0.251 0.406 0.518
H 0.883 -0.402 0.272
H 0.037 -0.172 -0.138

Properties
* ΔE to the lowest compared entry with this formula, charge and spin: 2.091 eV
* HOMO-LUMO gap: 10.719 eV


The following is a quantum chemistry calculation of a single C3H2N2O2 molecule, from the Open Molecules 2025 dataset.

Cartesian coordinates (Å):
N  -0.291468  0.669242  -1.627793
C  0.390249  0.340301  -0.638629
O  0.169927  0.335098  0.728576
C  -0.783930  -0.392831  1.334500
O  -1.531700  -1.057699  0.690856
C  2.323185  -0.757797  -0.869522
N  1.794282  0.303844  -0.725152
H  -1.233660  0.887949  -1.331157
H  -0.831064  -0.334332  2.440840

Atomic forces in eV per Å
N -0.258 -0.256 0.837
C 0.148 1.950 0.158
O 0.126 0.738 0.983
C -0.949 -0.597 -0.782
O -0.573 -0.484 0.213
C 0.611 0.812 -0.038
N 0.817 -2.258 -0.643
H -0.499 -0.305 -0.170
H 0.578 0.401 -0.558

Properties
* ΔE to the lowest compared entry with this formula, charge and spin: 2.465 eV
* HOMO-LUMO gap: 11.659 eV


DFT total energy list, top to bottom, in Ha: -224.75648 -224.75158 -300.17896 -375.38917 -375.36552 -375.47635 -375.43469 -375.42095
F_max list, top to bottom, in eV/A: 4.43 5.22 3.46 2.53 1.25 3.26 1.57 2.49